(1)
{
  "formula": "C6H13FN3",
  "method": "the ωB97M-V functional and the def2-TZVPD basis",
  "homo_energy_ev": [-12.03, -12.04],
  "total_energy_ha": -500.08951,
  "de_lowest_kcal_mol": 138.5,
  "charge": 1,
  "elements": ["C", "C", "C", "C", "C", "C", "N", "N", "N", "F", "H", "H", "H", "H", "H", "H", "H", "H", "H", "H", "H", "H", "H"],
  "xyz": [[2.691, 0.810, 1.004], [1.854, -1.018, 2.302], [-1.422, 2.092, -0.302], [-1.750, -0.812, -1.804], [-0.364, 1.248, -0.975], [-0.504, -0.251, -0.779], [2.235, 0.041, 1.729], [-0.680, -0.942, 0.439], [0.146, -1.758, 0.878], [0.655, -0.758, -1.488], [3.589, 1.425, 0.776], [2.435, -1.971, 2.288], [1.061, -0.944, 3.102], [-2.380, 1.716, -0.408], [-1.332, 3.112, -0.606], [-1.158, 2.182, 0.726], [-2.481, -0.008, -1.738], [-2.145, -1.726, -1.447], [-1.308, -0.894, -2.734], [-0.553, 1.407, -2.045], [0.631, 1.597, -0.742], [1.011, -2.101, 0.285], [-0.231, -2.450, 1.538]]
}


(2)
{
  "formula": "C17H24Cl2N2O5S",
  "method": "the ωB97M-V functional and the def2-TZVPD basis",
  "homo_energy_ev": -8.32,
  "total_energy_ha": -2466.46371,
  "de_lowest_kcal_mol": 3.5,
  "charge": 0,
  "elements": ["C", "H", "H", "H", "C", "N", "C", "O", "C", "H", "H", "S", "O", "C", "C", "O", "N", "C", "C", "C", "C", "C", "C", "Cl", "H", "Cl", "O", "C", "C", "O", "C", "H", "H", "H", "H", "H", "H", "H", "H", "H", "H", "H", "C", "C", "H", "H", "H", "H", "H", "H", "H"],
  "xyz": [[4.785, 2.427, 3.507], [5.093, 2.350, 2.466], [5.657, 2.659, 4.113], [4.384, 1.468, 3.823], [3.726, 3.510, 3.685], [2.555, 3.253, 2.862], [1.548, 2.552, 3.415], [1.596, 2.117, 4.552], [0.314, 2.281, 2.569], [-0.517, 2.115, 3.251], [0.084, 3.056, 1.846], [0.582, 0.682, 1.659], [1.295, 1.064, 0.430], [-1.195, 0.528, 1.106], [-1.349, -0.580, 0.080], [-2.114, -1.506, 0.252], [-0.575, -0.380, -1.015], [-0.497, -1.152, -2.170], [-1.189, -2.350, -2.313], [-1.133, -3.087, -3.489], [-0.340, -2.601, -4.539], [0.366, -1.420, -4.409], [0.286, -0.695, -3.233], [1.164, 0.790, -3.089], [0.972, -1.065, -5.227], [-0.252, -3.497, -6.005], [-1.772, -4.258, -3.708], [-2.603, -4.799, -2.702], [-3.963, -4.078, -2.623], [-4.804, -4.585, -1.622], [-4.419, -4.263, -0.301], [-3.583, -4.881, 0.043], [-5.286, -4.466, 0.324], [-4.141, -3.208, -0.209], [-4.498, -4.227, -3.564], [-3.800, -3.000, -2.479], [-2.761, -5.841, -2.992], [-2.096, -4.778, -1.731], [-1.775, -2.684, -1.474], [0.120, 0.368, -0.965], [-1.487, 1.482, 0.669], [-1.802, 0.298, 1.978], [2.588, 3.762, 1.505], [2.009, 5.174, 1.409], [0.970, 5.197, 1.731], [2.062, 5.524, 0.382], [2.570, 5.861, 2.038], [2.067, 3.081, 0.832], [3.633, 3.781, 1.188], [4.127, 4.490, 3.417], [3.399, 3.530, 4.727]]
}


(3)
{
  "formula": "C9H31N11Na3O10S",
  "method": "the ωB97M-V functional and the def2-TZVPD basis",
  "homo_energy_ev": -10.08,
  "total_energy_ha": -2601.19747,
  "charge": 1,
  "elements": ["Na", "Na", "Na", "S", "O", "O", "O", "O", "C", "C", "C", "O", "C", "N", "H", "H", "H", "H", "H", "H", "H", "H", "H", "H", "H", "C", "O", "N", "N", "H", "H", "H", "H", "C", "O", "N", "N", "H", "H", "H", "H", "C", "O", "N", "N", "H", "H", "H", "H", "C", "O", "N", "N", "H", "H", "H", "H", "C", "O", "N", "N", "H", "H", "H", "H"],
  "xyz": [[-36.513, 11.887, 33.583], [-39.453, 9.739, 29.623], [-35.068, 7.792, 30.298], [-35.824, 11.545, 29.517], [-35.160, 11.079, 30.733], [-36.208, 10.452, 28.651], [-36.978, 12.064, 30.135], [-35.055, 12.586, 28.791], [-39.662, 4.451, 27.333], [-39.421, 5.976, 26.843], [-40.668, 6.875, 27.094], [-40.469, 8.252, 26.864], [-41.646, 8.928, 26.899], [-38.293, 6.530, 27.577], [-39.672, 4.310, 28.414], [-38.999, 3.673, 26.953], [-40.681, 4.153, 27.087], [-39.246, 5.880, 25.771], [-41.050, 6.749, 28.107], [-41.419, 6.603, 26.353], [-42.279, 8.511, 26.115], [-41.400, 9.962, 26.659], [-42.200, 8.894, 27.837], [-38.686, 6.695, 28.493], [-38.258, 7.503, 27.310], [-32.122, 15.113, 25.691], [-31.491, 15.598, 24.765], [-32.534, 15.849, 26.688], [-32.783, 14.015, 25.721], [-32.049, 16.717, 26.868], [-33.235, 15.363, 27.229], [-32.869, 13.458, 24.882], [-33.053, 13.665, 26.629], [-36.697, 17.798, 30.472], [-35.607, 18.014, 30.069], [-37.215, 16.658, 30.397], [-37.541, 18.674, 30.964], [-36.668, 15.860, 30.106], [-38.122, 16.476, 30.803], [-37.245, 19.639, 30.910], [-38.422, 18.313, 31.299], [-37.757, 13.464, 24.671], [-38.424, 13.819, 23.670], [-37.443, 12.255, 24.990], [-37.267, 14.351, 25.487], [-37.727, 11.534, 24.343], [-36.698, 12.146, 25.663], [-37.247, 15.323, 25.214], [-36.939, 14.051, 26.393], [-32.031, 14.251, 31.608], [-31.207, 14.973, 32.126], [-31.944, 12.952, 31.592], [-33.057, 14.686, 30.942], [-31.202, 12.505, 32.111], [-32.594, 12.305, 31.168], [-33.220, 15.680, 30.864], [-33.620, 14.105, 30.337], [-42.095, 13.032, 30.389], [-42.014, 11.846, 30.560], [-43.195, 13.693, 30.702], [-41.075, 13.761, 29.956], [-43.919, 13.161, 31.165], [-43.263, 14.696, 30.612], [-41.079, 14.703, 29.592], [-40.189, 13.392, 30.271]]
}


(4)
{
  "formula": "C31H46Cl2N7O2RbS",
  "method": "the ωB97M-V functional and the def2-TZVPD basis",
  "homo_energy_ev": -1.26,
  "total_energy_ha": -3085.27129,
  "de_lowest_kcal_mol": 13.3,
  "charge": -2,
  "elements": ["Rb", "C", "C", "C", "N", "C", "C", "C", "C", "C", "C", "C", "N", "C", "C", "C", "N", "C", "C", "C", "C", "C", "C", "C", "N", "C", "C", "H", "H", "H", "H", "H", "H", "H", "H", "H", "H", "H", "H", "H", "H", "H", "H", "H", "H", "H", "H", "H", "H", "H", "H", "H", "H", "N", "C", "C", "C", "O", "O", "H", "H", "H", "H", "H", "H", "C", "N", "C", "C", "S", "N", "C", "C", "H", "H", "H", "H", "H", "H", "H", "H", "H", "H", "H", "H", "Cl", "C", "Cl", "H", "H"],
  "xyz": [[-0.017, 0.756, 0.061], [-1.410, -0.246, -3.085], [-0.782, -1.543, -3.582], [-0.814, -2.647, -2.527], [-0.055, -2.311, -1.329], [0.137, -3.268, -0.484], [-0.361, -4.621, -0.676], [0.155, -5.830, -0.274], [1.273, -6.128, 0.513], [1.971, -5.185, 1.266], [1.735, -3.840, 1.453], [0.777, -2.939, 0.850], [0.426, -1.820, 1.383], [0.773, -1.555, 2.761], [-0.067, -0.409, 3.337], [-1.586, -0.549, 3.137], [-2.036, 0.133, 1.943], [-3.287, 0.315, 1.726], [-4.341, -0.183, 2.596], [-5.585, 0.332, 2.847], [-6.231, 1.445, 2.285], [-5.783, 2.136, 1.164], [-4.719, 1.897, 0.315], [-3.667, 0.917, 0.386], [-2.969, 0.496, -0.623], [-3.401, 0.855, -1.957], [-2.928, -0.207, -2.958], [-1.058, 0.612, -3.665], [-1.019, -0.127, -2.085], [0.260, -1.347, -3.856], [-1.284, -1.911, -4.487], [-0.462, -3.585, -2.981], [-1.860, -2.836, -2.249], [-1.247, -4.690, -1.294], [-0.385, -6.693, -0.660], [1.569, -7.167, 0.601], [2.807, -5.576, 1.844], [2.388, -3.359, 2.173], [1.841, -1.307, 2.881], [0.611, -2.458, 3.373], [0.253, 0.557, 2.929], [0.141, -0.337, 4.410], [-2.115, -0.174, 4.025], [-1.829, -1.620, 3.062], [-4.060, -1.050, 3.183], [-6.144, -0.187, 3.624], [-7.169, 1.759, 2.729], [-6.408, 2.976, 0.862], [-4.671, 2.547, -0.552], [-2.993, 1.835, -2.260], [-4.495, 0.943, -2.022], [-3.394, -0.027, -3.934], [-3.298, -1.173, -2.600], [2.988, 0.984, 0.797], [3.751, 2.154, 1.231], [2.865, 3.172, 1.944], [1.914, 3.910, 0.976], [2.368, 4.956, 0.460], [0.796, 3.378, 0.770], [2.610, 0.496, 1.603], [3.550, 0.325, 0.271], [4.186, 2.625, 0.345], [4.588, 1.883, 1.894], [3.510, 3.915, 2.418], [2.286, 2.662, 2.723], [2.844, -3.719, -3.518], [3.685, -2.777, -2.798], [4.389, -3.377, -1.676], [3.810, -1.487, -3.132], [4.723, -0.375, -2.272], [3.153, -1.146, -4.324], [2.771, 0.251, -4.472], [3.814, -1.649, -5.518], [2.346, -4.361, -2.793], [3.450, -4.352, -4.178], [2.097, -3.192, -4.101], [5.090, -4.134, -2.043], [3.666, -3.857, -1.017], [4.930, -2.615, -1.130], [2.266, 0.598, -3.574], [2.078, 0.317, -5.312], [3.633, 0.903, -4.654], [4.051, -2.708, -5.427], [4.747, -1.098, -5.711], [3.151, -1.518, -6.375], [-0.779, 4.222, -4.564], [-0.534, 4.180, -2.792], [0.502, 2.871, -2.273], [-1.506, 4.056, -2.331], [-0.069, 5.112, -2.493]]
}


(5)
{
  "formula": "C3H5N5",
  "method": "the ωB97M-V functional and the def2-TZVPD basis",
  "homo_energy_ev": -9.08,
  "total_energy_ha": -390.91605,
  "de_lowest_kcal_mol": 127.0,
  "charge": 0,
  "smiles": "C1Cn2nnnc2N1",
  "elements": ["C", "C", "N", "N", "N", "N", "C", "N", "H", "H", "H", "H", "H"],
  "xyz": [[-1.392, 0.122, 0.332], [-0.620, -0.992, -0.226], [0.738, -0.361, -0.068], [1.889, -0.989, 0.047], [2.750, -0.074, 0.091], [2.160, 1.159, 0.018], [0.794, 0.867, -0.259], [-0.525, 1.118, -0.192], [-2.325, 0.095, -0.236], [-1.439, 0.181, 1.581], [-0.328, -1.982, 0.296], [-0.822, -1.416, -1.264], [-0.880, 2.271, -0.120]]
}


(6)
{
  "formula": "C35H32BBrF32N2O6S",
  "method": "the ωB97M-V functional and the def2-TZVPD basis",
  "homo_energy_ev": -8.08,
  "total_energy_ha": -8106.77564,
  "charge": 0,
  "smiles": "C[C@@H](Br)Cc1cc(O)cc2c1Sc1cccc(B(N)O)c1N2.FC(F)C(F)(F)COC(F)(F)C(F)F.FC(F)C(F)(F)COC(F)(F)C(F)F.FC(F)C(F)(F)COC(F)(F)C(F)F.FC(F)C(F)(F)COC(F)(F)C(F)F",
  "elements": ["C", "C", "Br", "C", "C", "C", "C", "O", "C", "C", "C", "S", "C", "C", "C", "C", "C", "B", "N", "O", "C", "N", "H", "H", "H", "H", "H", "H", "H", "H", "H", "H", "H", "H", "H", "H", "H", "H", "F", "C", "F", "C", "F", "F", "C", "O", "C", "F", "F", "C", "F", "F", "H", "H", "H", "H", "F", "C", "F", "C", "F", "F", "C", "O", "C", "F", "F", "C", "F", "F", "H", "H", "H", "H", "F", "C", "F", "C", "F", "F", "C", "O", "C", "F", "F", "C", "F", "F", "H", "H", "H", "H", "F", "C", "F", "C", "F", "F", "C", "O", "C", "F", "F", "C", "F", "F", "H", "H", "H", "H"],
  "xyz": [[6.369, -4.861, 0.643], [6.699, -3.373, 0.679], [8.411, -3.075, 1.577], [6.664, -2.686, -0.702], [5.632, -1.591, -0.718], [5.967, -0.321, -0.253], [5.022, 0.702, -0.239], [5.338, 1.951, 0.237], [3.732, 0.476, -0.692], [3.378, -0.788, -1.158], [4.334, -1.810, -1.167], [3.773, -3.387, -1.778], [2.168, -3.378, -1.019], [1.644, -4.525, -0.437], [0.401, -4.484, 0.171], [-0.294, -3.282, 0.194], [0.212, -2.111, -0.389], [-0.639, -0.793, -0.268], [-2.098, -0.820, -0.114], [-0.064, 0.462, -0.275], [1.468, -2.164, -1.012], [2.083, -1.060, -1.619], [5.938, -5.155, 1.596], [5.595, -5.009, -0.106], [7.251, -5.450, 0.419], [5.968, -2.894, 1.319], [6.471, -3.418, -1.478], [7.616, -2.202, -0.893], [6.970, -0.158, 0.119], [6.254, 2.116, 0.001], [3.020, 1.290, -0.672], [2.242, -5.423, -0.463], [0.027, -5.381, 0.639], [-1.247, -3.248, 0.696], [-2.518, -1.559, -0.662], [-2.337, -0.951, 0.861], [0.773, 0.486, 0.201], [1.496, -0.241, -1.664], [2.158, -2.525, 5.870], [3.156, -2.864, 6.714], [3.093, -2.037, 7.783], [4.526, -2.708, 6.050], [4.746, -1.413, 5.744], [5.431, -3.063, 7.005], [4.827, -3.591, 4.828], [4.690, -2.999, 3.549], [3.497, -2.993, 2.875], [2.553, -3.727, 3.494], [3.718, -3.565, 1.671], [3.022, -1.565, 2.607], [2.828, -0.906, 3.766], [1.841, -1.602, 1.939], [3.007, -3.891, 7.058], [5.891, -3.811, 4.899], [4.315, -4.552, 4.887], [3.759, -1.022, 2.007], [-5.719, -3.447, 3.869], [-4.743, -2.723, 3.292], [-5.112, -2.462, 2.014], [-3.421, -3.491, 3.267], [-3.538, -4.594, 2.499], [-2.532, -2.660, 2.641], [-2.777, -3.859, 4.614], [-2.960, -5.182, 5.080], [-4.040, -5.534, 5.850], [-4.773, -4.467, 6.213], [-3.559, -6.090, 6.983], [-4.894, -6.600, 5.160], [-5.369, -6.135, 3.989], [-5.942, -6.904, 5.956], [-4.630, -1.773, 3.823], [-1.705, -3.792, 4.434], [-3.001, -3.121, 5.384], [-4.301, -7.498, 4.976], [-6.396, 2.938, -2.866], [-6.148, 2.632, -1.577], [-6.853, 3.493, -0.804], [-4.662, 2.773, -1.244], [-4.283, 4.062, -1.381], [-4.558, 2.461, 0.080], [-3.672, 1.856, -1.980], [-2.968, 2.410, -3.082], [-3.472, 2.386, -4.353], [-4.601, 1.659, -4.443], [-2.551, 1.790, -5.144], [-3.669, 3.801, -4.898], [-4.542, 4.499, -4.142], [-4.175, 3.741, -6.152], [-6.495, 1.616, -1.371], [-2.889, 1.641, -1.253], [-4.115, 0.891, -2.225], [-2.719, 4.338, -4.921], [-1.324, 10.194, -4.487], [-1.989, 9.431, -3.598], [-1.155, 9.179, -2.562], [-2.425, 8.099, -4.213], [-1.342, 7.367, -4.558], [-3.050, 7.423, -3.209], [-3.409, 8.146, -5.398], [-2.856, 7.999, -6.696], [-2.399, 9.067, -7.425], [-2.678, 10.244, -6.838], [-3.054, 9.052, -8.608], [-0.909, 8.931, -7.750], [-0.179, 8.886, -6.620], [-0.517, 10.008, -8.466], [-2.855, 9.983, -3.222], [-4.037, 7.263, -5.288], [-4.085, 8.999, -5.340], [-0.730, 8.022, -8.328]]
}